{
  "formula": "C38H103BF6HgN10O13S2",
  "method": "ωB97M-V/def2-TZVPD",
  "symbols": ["Hg", "C", "F", "F", "F", "S", "O", "O", "N", "S", "O", "O", "C", "F", "F", "F", "B", "H", "H", "H", "H", "C", "C", "C", "O", "C", "N", "H", "H", "H", "H", "H", "H", "H", "H", "H", "H", "H", "C", "C", "C", "O", "C", "N", "H", "H", "H", "H", "H", "H", "H", "H", "H", "H", "H", "C", "C", "C", "O", "C", "N", "H", "H", "H", "H", "H", "H", "H", "H", "H", "H", "H", "C", "C", "C", "O", "C", "N", "H", "H", "H", "H", "H", "H", "H", "H", "H", "H", "H", "C", "C", "C", "O", "C", "N", "H", "H", "H", "H", "H", "H", "H", "H", "H", "H", "H", "C", "C", "C", "O", "C", "N", "H", "H", "H", "H", "H", "H", "H", "H", "H", "H", "H", "C", "C", "C", "O", "C", "N", "H", "H", "H", "H", "H", "H", "H", "H", "H", "H", "H", "C", "C", "C", "O", "C", "N", "H", "H", "H", "H", "H", "H", "H", "H", "H", "H", "H", "C", "C", "C", "O", "C", "N", "H", "H", "H", "H", "H", "H", "H", "H", "H", "H", "H"],
  "xyz": [[-2.70, 2.47, -2.24], [-1.80, -1.36, 0.24], [-2.39, -1.84, -0.85], [-2.67, -1.33, 1.30], [-0.78, -2.13, 0.58], [-1.04, 0.43, 0.00], [-1.88, 1.31, 0.82], [0.40, 0.38, 0.42], [-1.36, 0.80, -1.69], [-0.04, 0.17, -2.31], [1.02, 1.22, -2.46], [0.43, -1.12, -1.86], [-0.65, -0.05, -4.15], [-1.22, 1.10, -4.68], [0.44, -0.27, -4.84], [-1.49, -1.06, -4.28], [-4.44, 1.76, -3.95], [-3.58, 1.21, -3.60], [-4.23, 2.01, -4.98], [-5.31, 1.13, -3.91], [-4.66, 2.62, -3.34], [5.25, -0.14, 3.43], [5.28, -0.77, 2.05], [5.06, 0.19, 0.86], [3.77, 0.79, 0.97], [3.45, 1.40, -0.25], [6.50, -1.48, 1.94], [6.09, 0.55, 3.53], [5.26, -0.94, 4.17], [4.28, 0.31, 3.67], [4.38, -1.38, 2.02], [5.15, -0.45, -0.02], [5.79, 0.99, 0.74], [3.39, 0.63, -1.02], [4.17, 2.14, -0.59], [2.47, 1.86, -0.24], [6.60, -2.00, 2.80], [6.32, -2.24, 1.29], [-5.11, 4.81, 0.87], [-4.20, 3.78, 0.17], [-4.93, 2.45, 0.03], [-4.14, 1.54, -0.72], [-4.91, 0.27, -0.90], [-3.91, 4.21, -1.20], [-5.97, 5.11, 0.27], [-4.54, 5.74, 0.98], [-5.47, 4.40, 1.81], [-3.22, 3.80, 0.65], [-5.93, 2.58, -0.40], [-5.05, 1.99, 1.01], [-4.90, -0.47, -0.10], [-4.48, -0.30, -1.73], [-5.93, 0.44, -1.25], [-4.69, 4.50, -1.78], [-3.51, 5.14, -1.09], [0.93, -4.17, 5.70], [0.82, -3.37, 4.38], [-0.28, -2.28, 4.48], [-1.53, -2.70, 4.94], [-2.47, -1.68, 4.88], [2.13, -2.75, 4.10], [1.26, -3.56, 6.54], [1.53, -5.07, 5.57], [-0.01, -4.56, 6.09], [0.52, -4.10, 3.63], [-0.42, -1.84, 3.50], [0.20, -1.51, 5.08], [-2.10, -0.71, 5.22], [-3.45, -1.72, 5.37], [-2.81, -1.44, 3.88], [1.92, -2.06, 3.38], [2.30, -2.29, 4.98], [2.32, 2.50, 3.52], [1.45, 1.35, 3.98], [-0.03, 1.84, 4.17], [-0.22, 2.75, 5.24], [-0.29, 2.13, 6.50], [1.62, 0.35, 2.92], [1.87, 3.08, 2.72], [3.32, 2.27, 3.15], [2.48, 3.11, 4.40], [1.75, 0.82, 4.88], [-0.72, 1.01, 4.28], [-0.33, 2.39, 3.27], [-0.19, 2.87, 7.30], [0.55, 1.44, 6.64], [-1.25, 1.61, 6.53], [2.55, 0.40, 2.53], [1.06, 0.65, 2.13], [0.00, 4.96, -4.73], [-0.59, 4.11, -3.54], [-0.29, 4.62, -2.14], [-0.85, 3.67, -1.17], [-0.47, 3.98, 0.19], [-2.02, 4.09, -3.74], [-0.52, 5.92, -4.67], [-0.09, 4.46, -5.70], [1.05, 5.10, -4.47], [-0.23, 3.09, -3.49], [-0.71, 5.62, -1.99], [0.79, 4.69, -2.01], [-0.90, 4.96, 0.38], [0.61, 4.02, 0.36], [-0.89, 3.39, 1.00], [-2.15, 4.06, -4.74], [-2.39, 4.99, -3.50], [3.84, -5.94, -3.19], [2.42, -5.45, -2.82], [2.24, -4.27, -1.83], [2.97, -4.45, -0.64], [2.80, -3.28, 0.21], [1.71, -5.14, -4.05], [3.78, -6.84, -3.79], [4.33, -6.14, -2.24], [4.46, -5.25, -3.75], [1.87, -6.27, -2.36], [1.20, -4.10, -1.55], [2.61, -3.35, -2.28], [1.87, -3.30, 0.77], [2.90, -2.35, -0.35], [3.53, -3.30, 1.02], [0.80, -4.84, -3.74], [2.19, -4.35, -4.45], [6.12, -1.64, -5.38], [4.76, -0.93, -5.02], [3.69, -1.91, -4.47], [3.17, -2.88, -5.38], [2.13, -2.36, -6.10], [5.08, 0.05, -4.04], [5.99, -2.44, -6.11], [6.54, -2.04, -4.46], [6.80, -0.87, -5.76], [4.50, -0.43, -5.95], [2.88, -1.47, -3.88], [4.28, -2.54, -3.80], [1.94, -3.09, -6.88], [2.43, -1.47, -6.65], [1.33, -2.30, -5.37], [6.01, 0.39, -4.25], [5.23, -0.45, -3.17], [-2.05, -7.73, -3.47], [-2.40, -6.91, -2.13], [-2.44, -5.37, -2.34], [-1.27, -5.05, -3.15], [-1.54, -3.82, -3.82], [-3.63, -7.46, -1.59], [-2.55, -7.34, -4.36], [-2.33, -8.78, -3.37], [-0.97, -7.67, -3.61], [-1.65, -7.13, -1.37], [-2.57, -4.70, -1.48], [-3.32, -5.28, -2.97], [-0.86, -3.51, -4.62], [-1.58, -3.10, -3.01], [-2.51, -3.83, -4.32], [-3.80, -6.92, -0.75], [-4.40, -7.25, -2.21], [-3.38, 3.35, 3.79], [-2.77, 4.75, 3.81], [-2.85, 5.41, 5.20], [-2.48, 6.78, 5.28], [-3.00, 7.46, 6.45], [-1.40, 4.68, 3.47], [-2.91, 2.63, 4.47], [-3.34, 2.88, 2.81], [-4.45, 3.44, 4.00], [-3.27, 5.46, 3.15], [-2.35, 4.90, 6.02], [-3.88, 5.32, 5.54], [-2.52, 8.44, 6.52], [-2.88, 6.86, 7.36], [-4.09, 7.49, 6.34], [-1.07, 5.59, 3.76], [-1.07, 4.05, 4.20]],
  "lowdin_charge": [1.140, -0.593, 0.139, 0.104, 0.143, 0.762, -0.328, -0.322, -0.360, 0.601, -0.317, -0.280, -0.611, 0.081, 0.137, 0.154, -0.430, -0.090, -0.048, -0.042, -0.081, -0.045, -0.470, -0.171, -0.212, -0.119, 0.052, 0.091, 0.079, 0.050, 0.113, 0.114, 0.129, 0.079, 0.093, 0.068, 0.073, 0.074, -0.042, -0.384, -0.183, -0.320, -0.035, 0.004, 0.083, 0.079, 0.078, 0.118, 0.140, 0.135, 0.087, 0.081, 0.098, 0.100, 0.090, -0.065, -0.410, -0.222, -0.142, -0.130, 0.050, 0.075, 0.075, 0.069, 0.132, 0.107, 0.115, 0.064, 0.089, 0.070, 0.029, 0.057, -0.056, -0.381, -0.176, -0.237, -0.081, 0.059, 0.082, 0.064, 0.079, 0.119, 0.107, 0.100, 0.093, 0.084, 0.086, 0.024, 0.022, -0.013, -0.422, -0.154, -0.290, -0.082, 0.006, 0.081, 0.087, 0.080, 0.102, 0.128, 0.137, 0.082, 0.095, 0.047, 0.103, 0.092, -0.044, -0.401, -0.212, -0.172, -0.071, 0.067, 0.073, 0.069, 0.065, 0.131, 0.120, 0.098, 0.077, 0.082, 0.071, 0.026, 0.032, -0.056, -0.425, -0.170, -0.216, -0.129, 0.029, 0.073, 0.074, 0.069, 0.126, 0.118, 0.116, 0.102, 0.094, 0.074, 0.065, 0.065, -0.035, -0.404, -0.163, -0.218, -0.110, 0.017, 0.070, 0.067, 0.064, 0.128, 0.117, 0.109, 0.079, 0.066, 0.090, 0.063, 0.066, -0.032, -0.427, -0.216, -0.197, -0.076, 0.068, 0.078, 0.057, 0.077, 0.126, 0.127, 0.112, 0.090, 0.081, 0.081, 0.081, 0.033],
  "gap_ev": 8.159
}

=====

{
  "formula": "C25H75N15O10",
  "method": "ωB97M-V/def2-TZVPD",
  "symbols": ["C", "O", "N", "N", "H", "H", "H", "H", "C", "O", "N", "N", "H", "H", "H", "H", "C", "O", "N", "N", "H", "H", "H", "H", "C", "O", "N", "N", "H", "H", "H", "H", "C", "O", "N", "N", "H", "H", "H", "H", "C", "C", "C", "O", "C", "N", "H", "H", "H", "H", "H", "H", "H", "H", "H", "H", "H", "C", "C", "C", "O", "C", "N", "H", "H", "H", "H", "H", "H", "H", "H", "H", "H", "H", "C", "C", "C", "O", "C", "N", "H", "H", "H", "H", "H", "H", "H", "H", "H", "H", "H", "C", "C", "C", "O", "C", "N", "H", "H", "H", "H", "H", "H", "H", "H", "H", "H", "H", "C", "C", "C", "O", "C", "N", "H", "H", "H", "H", "H", "H", "H", "H", "H", "H", "H"],
  "xyz": [[-9.94, 6.19, -19.89], [-9.52, 5.02, -19.80], [-9.28, 7.25, -20.30], [-11.13, 6.58, -19.53], [-8.45, 7.03, -20.84], [-9.54, 8.23, -20.26], [-11.71, 6.00, -18.94], [-11.38, 7.55, -19.67], [-9.47, 1.63, -23.20], [-10.32, 2.29, -23.78], [-8.19, 1.59, -23.42], [-9.81, 0.87, -22.14], [-7.52, 1.19, -22.78], [-7.86, 2.26, -24.10], [-10.72, 1.06, -21.75], [-9.30, 0.05, -21.85], [-13.27, 0.48, -22.59], [-12.76, 1.04, -21.62], [-12.70, 0.44, -23.72], [-14.49, -0.06, -22.65], [-11.70, 0.58, -23.64], [-13.07, -0.29, -24.31], [-14.86, -0.42, -23.51], [-14.94, -0.17, -21.75], [-12.12, 3.09, -18.93], [-11.98, 4.02, -18.09], [-11.21, 2.76, -19.84], [-13.20, 2.38, -19.04], [-10.48, 3.45, -19.95], [-11.46, 2.18, -20.63], [-14.00, 2.38, -18.42], [-13.27, 1.76, -19.83], [-6.26, 2.05, -20.72], [-5.82, 1.35, -21.61], [-7.50, 2.48, -20.57], [-5.44, 2.60, -19.93], [-8.22, 2.41, -21.28], [-7.76, 3.02, -19.76], [-5.82, 3.14, -19.16], [-4.47, 2.39, -20.08], [-9.64, 6.56, -15.34], [-10.73, 5.74, -14.66], [-10.95, 6.13, -13.16], [-11.68, 5.16, -12.39], [-12.02, 5.65, -11.10], [-11.96, 5.82, -15.46], [-9.75, 7.63, -15.16], [-9.68, 6.42, -16.42], [-8.61, 6.31, -15.09], [-10.39, 4.71, -14.74], [-11.44, 7.10, -13.13], [-9.96, 6.24, -12.70], [-12.84, 5.15, -10.59], [-12.51, 6.60, -11.31], [-11.07, 5.86, -10.60], [-12.71, 5.28, -15.05], [-11.91, 5.31, -16.33], [-12.92, -1.64, -14.74], [-12.57, -0.89, -16.04], [-13.64, -0.98, -17.16], [-13.81, -2.27, -17.76], [-12.87, -2.72, -18.75], [-12.20, 0.50, -15.85], [-13.78, -1.11, -14.34], [-12.06, -1.53, -14.09], [-13.12, -2.70, -14.93], [-11.63, -1.31, -16.38], [-13.40, -0.24, -17.92], [-14.60, -0.70, -16.73], [-11.86, -2.81, -18.37], [-12.68, -2.00, -19.55], [-13.24, -3.71, -19.01], [-11.86, 0.93, -16.70], [-13.08, 0.93, -15.60], [-14.29, 2.08, -14.40], [-14.23, 3.37, -15.16], [-15.41, 3.46, -16.06], [-15.34, 2.40, -17.03], [-16.39, 2.40, -17.93], [-14.09, 4.50, -14.23], [-13.42, 1.64, -13.90], [-14.70, 1.27, -15.00], [-15.03, 2.18, -13.60], [-13.29, 3.32, -15.72], [-15.52, 4.45, -16.49], [-16.30, 3.40, -15.42], [-16.44, 3.24, -18.61], [-17.34, 2.30, -17.40], [-16.26, 1.47, -18.48], [-13.75, 4.20, -13.33], [-14.94, 4.96, -13.93], [-4.03, 3.47, -15.26], [-5.30, 4.17, -15.48], [-6.35, 3.25, -16.15], [-7.46, 4.00, -16.54], [-8.67, 3.21, -16.63], [-5.78, 4.59, -14.21], [-4.12, 2.42, -14.99], [-3.43, 3.88, -14.45], [-3.45, 3.51, -16.18], [-5.09, 4.90, -16.26], [-6.65, 2.56, -15.36], [-5.90, 2.85, -17.06], [-9.04, 2.64, -15.77], [-8.44, 2.43, -17.35], [-9.41, 3.89, -17.04], [-6.79, 4.59, -14.21], [-5.61, 3.88, -13.51], [-12.73, 4.79, -24.81], [-12.23, 5.42, -23.51], [-12.78, 4.73, -22.27], [-14.22, 4.89, -22.32], [-14.85, 4.18, -21.33], [-10.75, 5.58, -23.52], [-13.80, 5.02, -24.86], [-12.55, 3.72, -24.87], [-12.38, 5.22, -25.75], [-12.60, 6.45, -23.57], [-12.53, 5.08, -21.27], [-12.61, 3.66, -22.23], [-14.60, 4.43, -20.30], [-14.71, 3.10, -21.41], [-15.93, 4.35, -21.36], [-10.50, 4.61, -23.62], [-10.53, 5.87, -22.57]],
  "mulliken_spin": [0.000, 0.000, 0.000, 0.000, 0.000, 0.000, 0.000, 0.000, 0.000, 0.000, 0.000, 0.000, 0.000, 0.000, 0.000, 0.000, -0.001, 0.000, 0.000, 0.000, 0.000, 0.000, 0.000, 0.000, 0.006, 0.006, 0.004, 0.015, -0.001, -0.001, 0.003, 0.004, 0.000, 0.000, 0.000, 0.000, 0.000, 0.000, 0.000, 0.000, 0.000, 0.000, 0.000, 0.000, 0.000, 0.000, 0.000, 0.000, 0.000, 0.000, 0.000, 0.000, 0.000, 0.000, 0.000, 0.001, 0.000, 0.017, 0.014, 0.147, 0.167, -0.007, 0.627, 0.000, 0.002, -0.001, 0.009, -0.002, -0.004, 0.014, 0.007, 0.002, 0.001, -0.035, 0.001, 0.002, 0.002, -0.003, 0.000, 0.004, 0.001, 0.004, -0.001, -0.003, 0.000, 0.000, 0.000, 0.000, 0.000, 0.000, 0.000, 0.000, 0.000, 0.000, 0.000, -0.002, 0.000, 0.000, 0.000, 0.000, 0.000, 0.000, 0.000, 0.001, 0.000, 0.000, 0.000, 0.000, 0.000, 0.000, 0.000, 0.000, 0.000, 0.000, 0.000, 0.000, 0.000, 0.000, 0.000, 0.000, 0.000, 0.000, 0.000, 0.000, 0.000],
  "charge": 1,
  "spin_multiplicity": 2,
  "gap_ev": [7.756, 2.003]
}